28
Properties=species:S:1:pos:R:3:nbo_charge:R:1 method="wB97M-V/def2-TZVPD" energy_ev=-17749.6474 multiplicity=1 charge=-1 gap_ev=9.69 max_force_ha_per_bohr=0.00713 e_above_lowest_kj_mol=0.0
O 0.22 -2.04 -0.10 -0.804
C 0.48 -1.16 0.76 0.803
O -0.10 -1.04 1.87 -0.789
C 1.60 -0.17 0.44 -0.508
C 1.08 1.27 0.33 -0.391
C 0.07 1.44 -0.81 -0.398
C -0.53 2.84 -0.85 -0.599
H 2.34 -0.21 1.25 0.218
H 2.10 -0.46 -0.48 0.189
H 0.63 1.56 1.28 0.224
H 1.93 1.94 0.15 0.181
H 0.56 1.21 -1.76 0.178
H -0.73 0.71 -0.70 0.218
H -0.94 3.11 0.13 0.201
H -1.33 2.91 -1.58 0.206
H 0.25 3.58 -1.07 0.187
H 0.54 -1.93 -1.71 0.515
H 1.22 -0.91 -2.69 0.459
O 0.69 -1.72 -2.68 -1.005
H -2.19 -1.45 -1.60 0.472
H -1.17 -1.35 -2.71 0.496
O -2.09 -1.13 -2.50 -0.987
H -0.40 0.75 4.33 0.452
H 0.17 0.21 3.03 0.508
O 0.32 0.90 3.72 -0.999
H -1.29 -3.16 0.65 0.489
H -1.54 -2.49 1.92 0.489
O -1.90 -3.22 1.40 -1.003

***

42
Properties=species:S:1:pos:R:3:nbo_charge:R:1 method="wB97M-V/def2-TZVPD" energy_ev=-72227.8821 multiplicity=1 gap_ev=6.45 max_force_ha_per_bohr=0.05613
Cl 1.52 3.61 -2.95 -0.234
B 1.39 1.96 -2.10 0.397
Cl 1.75 0.51 -3.21 -0.237
Cl 2.50 1.83 -0.58 -0.267
O 0.01 1.94 -1.56 -0.597
C -0.83 0.98 -1.47 0.514
C -2.17 1.16 -1.95 -0.143
C -3.00 0.02 -2.12 -0.120
C -4.30 0.18 -2.61 -0.250
C -4.79 1.47 -2.86 0.018
Cl -6.40 1.69 -3.40 0.069
C -3.97 2.60 -2.69 -0.243
C -2.66 2.45 -2.27 -0.117
H -0.50 0.02 -1.07 0.217
H -2.57 -0.95 -1.90 0.235
H -4.91 -0.68 -2.87 0.243
H -4.35 3.59 -2.96 0.244
H -1.98 3.31 -2.20 0.258
C 4.06 -2.66 0.02 -0.219
C 2.83 -3.27 -0.25 -0.192
C 1.67 -2.81 0.37 -0.227
C 1.73 -1.74 1.27 -0.047
C 0.42 -1.20 1.79 -0.054
C 0.36 -1.06 3.33 -0.410
C -0.11 0.38 3.61 -0.418
C -0.03 1.13 2.27 -0.220
N 0.07 0.11 1.23 -0.671
C 2.97 -1.20 1.63 -0.163
C 4.13 -1.63 0.98 -0.212
H 4.97 -3.00 -0.48 0.217
H 2.77 -4.12 -0.93 0.211
H 0.69 -3.26 0.19 0.207
H -0.37 -1.91 1.48 0.177
H -0.31 -1.82 3.76 0.217
H 1.35 -1.22 3.75 0.211
H -1.16 0.37 3.94 0.204
H 0.50 0.87 4.38 0.218
H -0.91 1.78 2.15 0.184
H 0.85 1.77 2.17 0.190
H 0.68 0.42 0.47 0.390
H 3.02 -0.43 2.41 0.205
H 5.09 -1.19 1.24 0.216

***

20
Properties=species:S:1:pos:R:3:nbo_charge:R:1 method="wB97M-V/def2-TZVPD" energy_ev=-22250.0335 multiplicity=1 smiles="[NH2+]=C1c2ccccc2CN1S" charge=+1 gap_ev=9.53 max_force_ha_per_bohr=0.12399 e_above_lowest_kj_mol=176.5
N 1.72 1.98 -0.03 -0.727
C 1.20 0.75 -0.15 0.534
C -0.22 0.45 -0.12 -0.144
C -1.32 1.31 -0.13 -0.153
C -2.58 0.75 -0.01 -0.177
C -2.77 -0.65 -0.12 -0.132
C -1.69 -1.46 -0.10 -0.196
C -0.43 -0.92 -0.04 -0.003
C 0.85 -1.67 -0.10 -0.140
N 1.95 -0.34 -0.12 -0.521
S 3.68 -0.45 -0.08 0.262
H 1.13 2.74 0.21 0.420
H 2.69 2.12 0.19 0.427
H -1.31 2.31 -0.20 0.223
H -3.53 1.25 -0.05 0.240
H -3.66 -1.22 -0.12 0.237
H -1.88 -2.46 -0.22 0.229
H 1.26 -2.24 0.86 0.254
H 1.10 -2.18 -0.94 0.227
H 3.81 -0.06 1.28 0.142

***

17
Properties=species:S:1:pos:R:3:nbo_charge:R:1 method="wB97M-V/def2-TZVPD" energy_ev=-34143.0991 multiplicity=1 charge=+1 gap_ev=7.78 max_force_ha_per_bohr=0.05266 e_above_lowest_kj_mol=119.6
C -3.04 0.63 0.91 -0.843
Si 3.06 -0.57 0.72 0.642
Si 0.95 1.89 -0.67 0.973
Si 0.21 -1.57 -1.34 0.610
P 0.91 -0.01 0.26 -0.438
H -2.23 0.30 0.18 0.172
H -3.29 -0.15 1.58 0.225
H -2.63 1.45 1.47 0.212
H 3.93 0.71 0.63 -0.104
H 3.82 -1.40 -0.20 -0.090
H 2.87 -1.02 2.03 -0.119
H -0.25 2.29 -1.42 -0.103
H -3.99 0.91 0.33 0.236
H 1.54 2.86 0.26 -0.102
H -1.22 -1.77 -1.48 -0.096
H 0.40 -2.98 -0.84 -0.077
H 0.96 -1.04 -2.56 -0.098

***

16
Properties=species:S:1:pos:R:3:lowdin_spin:R:1 method="wB97M-V/def2-TZVPD" energy_ev=-14394.9878 multiplicity=3 gap_ev="6.44 / 7.20" max_force_ha_per_bohr=0.10314 e_above_lowest_kj_mol=400.2
C -0.42 0.23 -0.46 0.187
C 0.82 0.93 0.06 0.234
C -0.45 -1.08 -0.17 0.863
C 0.87 2.40 0.08 0.038
C -0.74 -2.40 -0.19 0.181
N 2.03 0.18 0.12 -0.045
N 1.81 -1.16 0.08 0.084
O 3.14 0.72 0.13 -0.117
O 2.70 -1.86 0.43 0.011
O -1.32 0.93 -1.05 0.420
H 1.52 2.65 1.02 0.007
H -0.12 2.76 0.04 0.000
H 1.53 2.70 -0.79 0.016
H -1.84 -2.53 -0.39 0.035
H -0.54 -2.75 0.95 0.056
H -0.12 -3.03 -0.90 0.030

***

12
Properties=species:S:1:pos:R:3:nbo_charge:R:1 method="wB97M-V/def2-TZVPD" energy_ev=-14842.3716 multiplicity=1 smiles="C=[NH+][O-].C=CI" gap_ev=9.32 max_force_ha_per_bohr=0.10708 e_above_lowest_kj_mol=353.6
C -0.23 -1.44 -0.05 -0.189
N -1.35 -0.95 -0.46 -0.060
O -2.11 -0.18 0.25 -0.547
H 0.34 -2.17 -0.69 0.214
H -0.01 -1.21 0.99 0.221
H -1.69 -1.07 -1.49 0.367
C 0.53 1.64 -0.23 -0.371
C 1.29 0.77 -0.88 -0.374
I 2.97 -0.12 0.04 0.124
H 0.46 1.75 0.76 0.198
H -0.29 2.16 -0.91 0.213
H 1.08 0.66 -1.90 0.204

***

43
Properties=species:S:1:pos:R:3:nbo_charge:R:1 method="wB97M-V/def2-TZVPD" energy_ev=-16735.3264 multiplicity=1 charge=-2 gap_ev=4.85 max_force_ha_per_bohr=0.08704 e_above_lowest_kj_mol=1042.3
Sn 7.57 17.65 0.42 1.439
B 10.02 17.82 1.31 -0.716
H 9.60 18.46 2.07 -0.018
H 9.96 18.40 0.40 -0.026
H 11.00 17.39 1.43 -0.019
H 9.27 17.06 1.14 -0.042
B 8.95 15.84 -0.76 -0.851
H 8.84 15.77 0.31 0.014
H 9.36 16.81 -1.02 -0.024
H 9.56 15.01 -1.04 0.004
H 7.98 15.84 -1.24 -0.017
B 6.28 15.58 0.53 -0.778
H 7.17 15.84 1.09 -0.047
H 5.81 14.65 0.81 -0.024
H 5.56 16.38 0.64 -0.030
H 6.58 15.57 -0.51 0.031
B 7.97 19.93 1.20 -0.774
H 8.13 19.10 1.88 0.004
H 8.83 20.02 0.55 0.013
H 7.11 19.62 0.63 -0.071
H 7.82 20.80 1.82 -0.003
C 7.48 21.33 -2.48 -0.655
C 7.22 20.27 -1.31 -0.285
N 7.29 18.85 -1.70 -0.512
C 5.95 18.48 -2.13 -0.214
C 5.59 16.96 -2.04 -0.660
C 8.46 18.46 -2.61 -0.251
C 9.76 18.96 -1.96 -0.663
H 6.58 21.37 -3.10 0.175
H 8.22 21.04 -3.22 0.200
H 7.67 22.39 -2.36 0.197
H 8.00 20.42 -0.56 0.289
H 6.39 20.50 -0.65 0.223
H 5.19 19.09 -1.65 0.183
H 5.68 18.64 -3.17 0.151
H 5.71 16.70 -0.99 0.280
H 4.64 16.84 -2.56 0.177
H 6.42 16.53 -2.59 0.206
H 8.38 18.64 -3.69 0.158
H 8.57 17.38 -2.55 0.267
H 9.78 18.51 -0.97 0.292
H 9.87 20.05 -1.90 0.184
H 10.61 18.62 -2.55 0.193

***

19
Properties=species:S:1:pos:R:3:mulliken_charge:R:1 method="wB97M-V/def2-TZVPD" energy_ev=-19727.3871 multiplicity=1 gap_ev=6.21 max_force_ha_per_bohr=0.04212 e_above_lowest_kj_mol=936.7
O 0.48 0.62 2.00 -0.725
C -0.37 -0.18 1.53 0.808
N -0.15 -1.08 0.59 -0.613
C 1.07 -1.03 -0.17 -0.550
C 1.25 0.32 -0.76 -0.121
C 2.07 1.20 -0.05 -0.505
S -4.37 0.80 0.99 -0.160
C -1.75 -0.10 2.11 -0.695
H -0.47 -0.95 -5.24 -0.162
H 1.93 -1.33 0.41 0.319
H 0.97 -1.77 -0.95 0.372
H 0.61 0.57 -1.60 0.405
H 0.88 1.26 0.09 0.333
H 2.40 0.84 0.92 0.289
H 2.69 1.91 -0.58 0.306
H -0.63 -1.07 -5.96 0.164
H -2.57 0.27 1.41 -0.304
H -2.21 -1.02 2.48 0.399
H -1.85 0.75 2.78 0.437